One molecule with the formula C19H24FN5S in a non-equilibrium geometry. Source: the Open Molecules 2025 dataset; level of theory: ωB97M-V/def2-TZVPD.

Summary:
SMILES string: CCCn1c2ccc(F)cc2c2nnc(SCCN3CCCCC3)nc21
Total energy: -41095.700 eV

Geometry as XYZ:
```
50
Properties=species:S:1:pos:R:3:forces:R:3:mulliken_charge:R:1
S 1.1906 -0.1585 -2.7423 -0.4 0.2 -0.4 -0.22
F 6.7966 -2.8058 4.1044 0.0 0.0 0.0 -0.35
N 1.5168 -0.5780 -0.1585 0.2 -0.1 0.4 -0.15
N 3.3655 -1.0218 -1.6106 -0.1 0.2 -1.1 -0.63
N 4.1491 -1.3960 -0.6446 0.6 -0.3 1.0 -0.55
N 2.0308 -1.0230 2.1386 -0.2 0.0 -0.1 0.26
N -2.5935 1.2168 -2.2819 0.1 0.1 0.1 0.22
C -3.9544 2.1909 -4.1309 -0.1 0.0 0.3 -0.44
C 4.5960 -2.1319 4.5735 0.2 0.0 -0.1 -0.75
C 5.4475 -2.1579 2.2907 -0.1 0.0 0.3 -0.68
C 2.1171 -0.6363 -1.3547 -0.4 0.0 0.8 0.33
C 3.3587 -1.6756 4.1568 -0.1 0.0 -0.1 -0.55
C 0.8529 0.8247 3.2572 -0.2 -0.2 0.0 -0.01
C 5.6069 -2.3621 3.6462 -0.1 0.0 -0.1 0.22
C -3.2271 2.4138 -2.8005 0.0 0.1 -0.3 -0.98
C 3.6651 -1.3759 0.5835 -1.0 0.4 -0.2 0.81
C -1.3704 0.8239 -2.9564 0.3 -0.1 0.2 -0.96
C 4.2074 -1.7008 1.8693 0.0 0.0 0.5 -0.04
C 0.7842 -0.6115 2.7317 -0.1 0.4 0.2 -1.22
C -3.5632 0.1458 -2.1349 -0.1 -0.2 -0.1 -0.88
C -0.3852 0.2825 -1.9246 0.4 -0.1 -0.2 -0.40
C 3.1670 -1.4608 2.8016 0.7 -0.2 0.0 0.26
C -0.4781 1.2522 3.8600 0.2 0.0 -0.1 -1.28
C -4.3308 -0.1723 -3.4245 -0.1 0.2 0.2 -0.47
C 2.3173 -0.9554 0.8217 0.5 -0.1 -0.9 0.58
C -4.9998 1.0921 -3.9575 0.2 -0.1 -0.2 -0.74
H -3.2324 1.8954 -4.8955 0.0 0.0 -0.1 0.27
H -3.9514 2.7452 -2.0486 0.0 0.1 0.0 0.38
H -5.0763 -0.9429 -3.2219 0.0 -0.1 0.0 0.36
H -2.4682 3.1926 -2.9026 0.0 0.0 0.1 0.43
H -0.1717 1.0323 -1.1652 -0.1 0.0 0.0 0.35
H -3.6422 -0.5632 -4.1768 0.0 -0.1 0.0 0.25
H -0.9253 1.6997 -3.4330 -0.1 0.0 -0.1 0.55
H -1.5258 0.0645 -3.7354 0.0 0.1 -0.1 0.27
H 6.2464 -2.3442 1.5928 0.1 0.0 -0.1 0.55
H -0.7485 0.6048 4.6913 -0.1 0.0 0.1 0.33
H -0.7630 -0.6159 -1.4397 -0.1 0.1 0.1 0.27
H -5.4964 0.8853 -4.9079 -0.1 0.0 0.0 0.34
H -4.2746 0.4587 -1.3635 0.0 -0.1 0.0 0.44
H -3.0465 -0.7457 -1.7742 0.0 0.0 0.1 0.26
H -0.4162 2.2733 4.2266 -0.1 0.1 0.1 0.38
H 0.0209 -0.6825 1.9528 0.0 -0.1 0.1 0.41
H 2.5738 -1.4960 4.8742 -0.1 0.0 0.1 0.37
H -1.2676 1.2021 3.1138 -0.1 0.0 0.0 0.32
H 1.6431 0.8980 4.0077 0.1 0.0 0.0 0.31
H 0.5325 -1.3021 3.5418 0.0 0.0 -0.1 0.36
H -5.7595 1.4269 -3.2464 -0.1 0.0 0.0 0.31
H -4.4271 3.1204 -4.4520 0.0 0.0 -0.1 0.36
H 1.1140 1.4881 2.4302 0.1 0.0 0.0 0.29
H 4.7946 -2.3139 5.6177 0.0 0.0 0.1 0.45
```
Forces are in eV/Å.

---

An isolated ion of composition C5H11N2O4S and charge +1 in a non-equilibrium geometry. Source: the Open Molecules 2025 dataset; level of theory: ωB97M-V/def2-TZVPD.

Summary:
SMILES string: CS(=O)(=O)/N=C(\O)C[C@@H]1[NH2+][C@H]1O
Total energy: -27358.950 eV
Net charge: +1
Energy relative to the best compared isomer or geometry (same formula, charge and spin): 8.6 kcal per mole

Geometry as XYZ:
```
23
Properties=species:S:1:pos:R:3:forces:R:3:mulliken_charge:R:1
S 2.0243 -0.3798 0.0536 -0.1 0.2 -2.1 1.34
O 3.0344 0.6162 0.2851 0.3 0.1 -0.7 -0.72
O 1.1475 2.4414 0.1801 -0.2 0.3 0.3 -0.39
O 1.5163 -1.0180 1.2106 -0.9 -1.2 1.7 -0.73
O -2.9599 -1.3422 -0.0574 0.0 1.4 1.6 -0.53
N 0.5889 0.3190 -0.6068 3.0 -1.6 0.2 -0.42
N -1.3640 -0.4242 1.3555 3.9 0.2 -0.2 -0.12
C -1.0760 1.9176 -0.1177 -1.7 0.2 -0.3 -0.70
C -1.8732 0.8259 0.6066 -1.5 -2.8 -1.2 -0.28
C 2.4490 -1.6971 -1.1317 4.0 3.4 -2.0 -1.04
C 0.3572 1.5016 -0.2166 -2.3 1.1 -0.8 0.17
C -1.8062 -0.5565 -0.0612 -1.1 -1.8 -0.5 0.28
H -2.8589 0.9525 1.1062 0.7 0.8 -1.0 0.45
H 3.5769 -1.9584 -1.2100 -1.5 1.0 1.0 0.40
H -1.0556 2.7954 0.5277 -0.4 0.4 -0.6 0.39
H -0.2871 -0.5715 1.5102 -2.0 0.2 -0.2 0.26
H 1.9825 1.9826 0.1937 2.4 0.3 0.3 0.51
H -1.9481 -0.8539 2.0842 0.0 0.4 -0.5 0.33
H -0.9817 -0.8795 -0.8183 -1.8 1.1 1.7 0.36
H -1.6580 2.0838 -1.1636 1.6 -0.2 2.5 0.33
H -3.2131 -1.8974 -0.7786 0.5 -0.2 -1.1 0.36
H 2.3564 -1.3058 -2.1883 -1.0 -0.8 1.2 0.33
H 2.0485 -2.5518 -0.7633 -2.0 -2.5 0.4 0.42
```
Forces are in eV/Å.